Record 1
The following is a quantum chemistry calculation of a cluster of 2 separate species, C4H12N2 in total in a non-equilibrium geometry, from the Open Molecules 2025 dataset.

Each line ends with the natural charge from an NBO analysis.
Geometry (Å):
C: -2.409 0.829 0.902  -0.67
C: -2.058 0.415 -0.470  -0.17
C: -2.652 -0.581 -1.149  -0.40
H: -3.520 0.795 1.002  0.22
H: -2.232 1.905 1.070  0.22
H: -1.827 0.293 1.643  0.23
H: -1.109 0.693 -0.910  0.17
H: -2.213 -1.009 -2.059  0.19
H: -3.377 -1.248 -0.678  0.19
N: 2.919 0.676 0.823  -0.84
C: 2.532 -0.517 0.068  -0.04
N: 1.173 -0.851 -0.285  -0.88
H: 3.390 1.392 0.281  0.36
H: 2.070 1.092 1.201  0.35
H: 3.016 -1.372 0.562  0.17
H: 3.049 -0.372 -0.915  0.13
H: 0.503 -0.141 -0.521  0.36
H: 1.029 -1.689 -0.818  0.38

For the total energy, the calculation gives -7320.9360 eV. Its SMILES is C=CC.NCN. Its strongest force on any atom is 0.0669 hartree/bohr.

Record 2
The following is a quantum chemistry calculation of a cluster of 2 separate species, C4H12N2 in total in a non-equilibrium geometry, from the Open Molecules 2025 dataset.

Each line ends with the natural charge from an NBO analysis.
Geometry (Å):
C: 1.472 -0.444 0.887  -0.24
C: 0.360 0.628 1.047  -0.42
C: -1.094 0.035 0.802  -0.38
C: -1.590 0.514 -0.610  -0.32
N: -0.501 0.886 -1.503  -0.39
N: 1.396 -1.123 -0.445  -0.76
H: 1.442 -1.080 1.808  0.18
H: 2.328 0.144 1.054  0.22
H: 0.549 1.478 0.228  0.24
H: 0.383 1.202 1.964  0.21
H: -1.108 -0.981 0.868  0.20
H: -0.302 -1.488 -1.682  -0.07
H: -2.341 1.310 -0.370  0.23
H: -2.228 -0.331 -0.893  0.19
H: -0.408 -0.049 -2.080  0.32
H: 0.567 -1.228 -1.227  0.24
H: 1.686 -2.169 -0.387  0.36
H: -1.718 0.454 1.594  0.21

For the total energy, the calculation gives -7314.1888 eV. Its strongest force on any atom is 0.0912 hartree/bohr.

Record 3
The following is a quantum chemistry calculation of a cluster of 2 separate species, C4H12N2 in total in a non-equilibrium geometry, from the Open Molecules 2025 dataset.

Each line ends with the natural charge from an NBO analysis.
Geometry (Å):
C: -1.835 -0.694 0.427  -0.29
N: -3.061 -0.073 0.879  -0.45
C: -0.938 0.494 0.137  -0.41
C: 0.420 0.222 -0.404  -0.31
C: 1.238 1.459 -0.804  -0.62
N: 2.522 -1.246 0.275  -0.90
H: -2.001 -1.162 -0.553  0.21
H: -1.433 -1.387 1.182  0.21
H: -3.732 -0.847 0.990  0.30
H: 2.532 -1.306 1.290  0.33
H: -0.964 1.125 1.040  0.21
H: -1.392 1.103 -0.661  0.22
H: 0.318 -0.410 -1.286  0.20
H: 1.217 -0.439 0.186  0.29
H: 0.798 1.902 -1.696  0.22
H: 1.177 2.219 -0.014  0.20
H: 2.847 -2.136 -0.101  0.35
H: 2.285 1.176 -0.889  0.24

For the total energy, the calculation gives -7314.8572 eV. Its strongest force on any atom is 0.0412 hartree/bohr.

Record 4
The following is a quantum chemistry calculation of a structure of composition C4H12N2 in a non-equilibrium geometry, from the Open Molecules 2025 dataset.

Each line ends with the natural charge from an NBO analysis.
Geometry (Å):
C: -0.326 -0.427 0.147  -0.12
C: 0.296 1.203 -1.505  -0.15
C: -1.281 0.446 0.940  -0.63
C: -0.614 -1.908 0.254  -0.62
N: -0.131 -0.005 -1.186  -0.41
N: 2.120 0.644 0.727  -1.14
H: 0.132 -0.742 -1.830  0.40
H: 0.958 -0.011 0.594  0.35
H: 1.952 1.624 0.944  0.33
H: 2.702 0.664 -0.107  0.33
H: 0.724 1.368 -2.480  0.19
H: 0.076 2.033 -0.861  0.20
H: -1.400 0.037 1.943  0.23
H: -2.271 0.508 0.473  0.20
H: -0.894 1.459 1.060  0.21
H: -1.646 -2.165 -0.013  0.19
H: 0.054 -2.494 -0.382  0.20
H: -0.452 -2.236 1.282  0.23

For the total energy, the calculation gives -7319.4615 eV. Its strongest force on any atom is 0.0328 hartree/bohr.

Record 5
The following is a quantum chemistry calculation of the molecule C4H12N2 in a non-equilibrium geometry, from the Open Molecules 2025 dataset.

Each line ends with the natural charge from an NBO analysis.
Geometry (Å):
C: 0.764 -0.521 -0.294  0.12
C: 0.529 0.815 0.246  -0.39
C: -1.195 0.812 0.588  -0.42
C: -2.104 0.480 -0.577  -0.63
N: 0.754 -1.636 0.533  -0.85
N: 2.468 -0.103 -0.518  -0.90
H: 0.356 -0.706 -1.286  0.20
H: 0.858 -1.428 1.518  0.37
H: 0.082 -2.348 0.280  0.38
H: 2.726 -0.779 -1.237  0.34
H: 2.943 -0.433 0.320  0.33
H: 0.624 1.609 -0.492  0.23
H: 1.009 1.035 1.199  0.21
H: -1.412 0.175 1.449  0.19
H: -1.358 1.844 0.914  0.19
H: -3.129 0.820 -0.390  0.22
H: -2.149 -0.599 -0.752  0.19
H: -1.766 0.962 -1.500  0.20

For the total energy, the calculation gives -7321.1205 eV. Its SMILES is CCCC(N)N. Its strongest force on any atom is 0.1225 hartree/bohr.

Record 6
The following is a quantum chemistry calculation of a cluster of 2 separate species, C4H12N2 in total in a non-equilibrium geometry, from the Open Molecules 2025 dataset.

Each line ends with the natural charge from an NBO analysis.
Geometry (Å):
C: -1.760 2.992 2.005  -0.62
C: -0.491 2.367 2.345  -0.21
N: -0.477 1.099 1.637  -0.85
H: -2.596 2.430 2.383  0.20
H: -1.810 3.998 2.547  0.20
H: -1.743 3.216 0.992  0.22
H: 0.421 2.994 2.010  0.18
H: -0.332 2.316 3.486  0.15
H: 0.321 0.667 2.119  0.36
H: -1.472 0.617 1.743  0.36
C: -0.039 -2.907 -2.730  -0.54
C: 1.313 -2.619 -2.415  0.01
N: 1.700 -1.669 -1.508  -0.82
H: -0.707 -2.195 -2.213  0.18
H: -0.349 -3.684 -3.437  0.21
H: 1.997 -3.304 -2.876  0.19
H: 1.065 -0.912 -1.174  0.38
H: 2.513 -1.149 -1.718  0.37

For the total energy, the calculation gives -7320.7409 eV. Its SMILES is C=CN.CCN. Its strongest force on any atom is 0.1074 hartree/bohr.

Record 7
The following is a quantum chemistry calculation of the ion C4H12N2 with charge +3 in a non-equilibrium geometry, from the Open Molecules 2025 dataset.

Each line ends with the Löwdin spin population.
Geometry (Å):
C: -0.284 -1.148 -1.433  0.01
C: -0.786 -0.158 -0.365  0.14
C: 0.167 0.768 0.343  0.25
C: 0.313 2.348 2.158  0.11
N: -0.404 1.673 1.287  0.15
N: 0.629 -2.297 -1.031  0.01
H: -1.096 -1.605 -1.986  0.00
H: 0.277 -0.570 -2.170  0.01
H: -1.431 0.543 -0.974  0.05
H: -1.479 -0.580 0.392  0.05
H: 1.121 0.342 0.748  0.06
H: 0.653 1.464 -0.470  0.15
H: 1.403 2.349 2.074  0.00
H: -0.172 2.923 2.944  0.00
H: -1.431 1.717 1.320  0.00
H: 1.451 -2.022 -0.482  0.00
H: 0.960 -2.763 -1.886  0.00
H: 0.110 -2.984 -0.470  0.00

For the total energy, the calculation gives -7284.8476 eV. As for the multiplicity: 2. The charge is +3. Its strongest force on any atom is 0.0207 hartree/bohr. The expectation value of S² is 0.753.

Record 8
The following is a quantum chemistry calculation of a structure of composition C4H12N2O in a non-equilibrium geometry, from the Open Molecules 2025 dataset.

Each line ends with the natural charge from an NBO analysis.
Geometry (Å):
C: -0.810 0.651 -0.189  0.42
C: 1.241 0.052 0.623  -0.24
C: -0.501 -1.764 -0.291  -0.43
C: 2.191 1.037 -0.017  -0.64
N: -0.004 -0.417 -0.521  -0.41
N: -1.765 0.628 0.827  -0.87
O: -1.636 0.421 -1.757  -0.90
H: -2.316 -0.265 -1.723  0.43
H: -0.362 1.628 -0.342  0.20
H: -1.785 1.426 1.442  0.40
H: -2.294 -0.228 0.911  0.40
H: 0.874 0.372 1.603  0.19
H: 1.696 -0.928 0.737  0.19
H: 0.328 -2.409 0.006  0.21
H: -0.911 -2.132 -1.230  0.22
H: -1.274 -1.913 0.472  0.16
H: 2.369 0.766 -1.057  0.23
H: 1.804 2.054 0.009  0.20
H: 3.155 1.021 0.497  0.22

For the total energy, the calculation gives -9367.2450 eV. Its strongest force on any atom is 0.1221 hartree/bohr.

Record 9
The following is a quantum chemistry calculation of a cluster of 2 separate species, C4H12N2O in total in a non-equilibrium geometry, from the Open Molecules 2025 dataset.

Each line ends with the natural charge from an NBO analysis.
Geometry (Å):
C: -0.039 -2.447 0.207  -0.19
C: 0.093 -1.148 1.186  -0.47
C: -0.125 0.047 0.326  0.18
C: 0.838 0.811 -0.218  -0.48
N: -1.496 0.473 0.240  -0.85
N: 0.681 -2.359 -1.027  -0.84
H: -1.095 -2.551 -0.044  0.18
H: 0.389 -3.237 0.818  0.19
H: -0.616 -1.245 2.007  0.22
H: 1.118 -1.204 1.565  0.20
H: 0.679 1.301 -1.158  0.20
H: 1.848 0.871 0.177  0.19
H: -1.442 1.478 0.091  0.38
H: -2.007 0.112 -0.566  0.36
H: 1.687 -2.295 -1.018  0.36
H: 0.337 -1.579 -1.569  0.36
H: 0.453 4.492 -0.424  0.47
H: -0.941 4.461 0.023  0.47
O: -0.362 4.019 -0.614  -0.93

For the total energy, the calculation gives -9368.9324 eV. Its SMILES is C=C(N)CCN.O. Its strongest force on any atom is 0.0398 hartree/bohr.

Record 10
The following is a quantum chemistry calculation of a cluster of 2 separate species, C4H12N2O in total in a non-equilibrium geometry, from the Open Molecules 2025 dataset.

Each line ends with the natural charge from an NBO analysis.
Geometry (Å):
C: -1.182 1.350 -0.566  -0.25
C: -2.320 -1.773 -0.113  -0.44
N: -1.580 -0.739 0.598  -0.33
O: -0.752 -0.005 -0.442  -0.45
H: -0.821 -1.208 1.101  0.35
H: -0.692 1.801 -1.432  0.19
H: -2.262 1.413 -0.723  0.18
H: -0.901 1.903 0.336  0.17
H: -2.867 -2.383 0.614  0.21
H: -1.639 -2.406 -0.693  0.19
H: -3.042 -1.321 -0.801  0.20
C: 2.380 1.160 -0.042  -0.69
C: 1.789 0.008 0.713  0.16
N: 2.273 -1.198 0.654  -0.64
H: 3.063 -1.248 0.003  0.32
H: 1.038 0.245 1.485  0.17
H: 1.652 1.450 -0.804  0.23
H: 2.520 2.023 0.615  0.22
H: 3.343 0.929 -0.503  0.22

For the total energy, the calculation gives -9367.4377 eV. Its SMILES is [H]/N=C\C.CNOC. Its strongest force on any atom is 0.0564 hartree/bohr.